Below is a structure of composition C26H23Cl64NO8PS2 in a non-equilibrium geometry, with properties calculated with ωB97M-V with the def2-TZVPD basis set.

For the LUMO energy, the calculation gives 1.037 eV. As for the largest force on an atom: 3.691 eV/Å. The HOMO energy comes out at -5.8 eV. The value obtained for the frontier orbital gap is 6.81 eV.

ORCA input file:
```
! RIJCOSX wB97M-V def2-TZVPD def2/J DEFGRID3
* xyz -1 1
C 3.23794 2.18492 2.19036
C 3.50803 3.27639 1.06528
O 4.47888 2.79092 0.11305
P 3.88890 2.78060 -1.44114
O 2.99906 3.94267 -1.80293
C 3.09687 1.10797 -1.80595
C 1.75279 1.24718 -2.60343
S 0.40649 1.87980 -1.49238
O 0.13312 3.27088 -1.95102
O 0.84806 1.80661 -0.04890
N -0.86436 0.78478 -1.69823
S -2.18504 1.17803 -0.68696
O -2.32096 0.20468 0.45303
O -2.10693 2.54822 -0.11142
C -3.65500 0.98204 -1.80590
C -4.95814 1.62868 -1.21391
C -5.08019 3.13180 -1.71317
C -5.54323 4.10659 -0.57992
O -4.50835 4.28934 0.39386
O 5.26981 2.81534 -2.43036
C 5.05422 3.65720 -3.57085
C 5.40662 5.18323 -3.29357
H 2.13592 2.10868 2.38292
H 3.58071 1.17939 1.83582
H 3.75410 2.42700 3.14430
H 2.51615 3.53226 0.63372
H 3.98638 4.14571 1.58906
H 2.99036 0.48487 -0.88295
H 3.79306 0.52548 -2.46998
H 1.40048 0.23328 -2.92995
H 1.85443 1.87528 -3.52043
H -3.78299 -0.12580 -1.92512
H -3.32432 1.43713 -2.77592
H -5.82566 1.02005 -1.58044
H -4.91932 1.57123 -0.09700
H -5.86107 3.12963 -2.52478
H -4.13382 3.47277 -2.20020
H -5.85554 5.11567 -0.94367
H -6.42434 3.67504 -0.03322
H -4.03125 5.09451 0.17795
H 4.05643 3.53566 -4.05405
H 5.80179 3.32443 -4.34235
H 5.75320 5.29366 -2.23486
H 6.12181 5.60045 -4.03615
H 4.43529 5.74330 -3.34934
C -2.78849 -1.82812 3.81673
Cl -3.15629 -3.46354 3.23660
Cl -1.26429 -1.27109 3.11816
Cl -4.09515 -0.73256 3.33859
Cl -2.65412 -1.85148 5.58936
C 2.04652 -3.05834 -3.64980
Cl 3.61563 -2.24353 -3.82563
Cl 2.16682 -4.31633 -2.40554
Cl 0.81702 -1.87847 -3.17404
Cl 1.59001 -3.79595 -5.19802
C 1.05695 -8.52778 -3.31862
Cl -0.55590 -8.92688 -3.93904
Cl 1.56669 -6.95764 -3.95956
Cl 1.00621 -8.45152 -1.54699
Cl 2.21068 -9.77785 -3.82275
C 5.95911 -5.85946 -1.17326
Cl 6.72072 -5.70980 0.42114
Cl 5.60065 -4.24635 -1.81190
Cl 7.06178 -6.70208 -2.27827
Cl 4.45265 -6.78496 -1.02406
C -5.41171 -5.51656 6.02936
Cl -4.70838 -5.40729 7.65434
Cl -5.82088 -3.89216 5.45229
Cl -4.23804 -6.26431 4.92997
Cl -6.88241 -6.50945 6.08836
C -2.21452 -10.10441 5.93771
Cl -1.82856 -9.80896 4.23231
Cl -3.45786 -11.36426 6.05238
Cl -0.75245 -10.63715 6.78942
Cl -2.81826 -8.60820 6.66881
C -1.83672 5.93131 -3.72799
Cl -1.97825 4.22164 -4.15782
Cl -2.88520 6.28629 -2.34230
Cl -0.14946 6.27533 -3.29283
Cl -2.34789 6.92505 -5.11227
C -8.97998 -1.31892 5.01878
Cl -9.32409 -2.95571 4.42897
Cl -7.46503 -0.74005 4.30621
Cl -10.30530 -0.23381 4.55716
Cl -8.82868 -1.34848 6.78571
C -2.38509 -2.23664 -5.89510
Cl -1.86154 -3.75303 -5.13797
Cl -4.07115 -2.39392 -6.42608
Cl -2.25375 -0.91500 -4.72443
Cl -1.35406 -1.89040 -7.29734
C 2.50562 2.03806 6.72879
Cl 2.61690 3.52928 5.77949
Cl 2.46888 2.44597 8.45625
Cl 1.02079 1.17088 6.29951
Cl 3.91244 1.01466 6.39668
C 2.69848 -1.92763 3.45264
Cl 2.63975 -3.63928 2.98772
Cl 1.63980 -1.66692 4.85998
Cl 4.36773 -1.48857 3.86566
Cl 2.14348 -0.93576 2.09146
C 2.09716 8.92194 -5.34153
Cl 2.86635 8.54728 -3.78710
Cl 1.89721 10.68028 -5.50405
Cl 3.11680 8.32080 -6.66542
Cl 0.51189 8.13625 -5.40999
C 5.01800 12.06625 -3.18602
Cl 4.94328 11.17239 -4.71405
Cl 5.48546 13.74772 -3.50679
Cl 3.42871 12.03561 -2.40168
Cl 6.21718 11.31324 -2.11851
C -10.36633 -8.44092 8.04757
Cl -9.80540 -9.96550 8.75822
Cl -12.01987 -8.64467 7.44017
Cl -10.34235 -7.16901 9.28193
Cl -9.29672 -7.98417 6.70964
C 2.13684 -6.61061 5.65026
Cl 3.01442 -6.90048 7.16536
Cl 1.74295 -4.89107 5.51297
Cl 3.15204 -7.09663 4.27788
Cl 0.64023 -7.56174 5.63958
C 7.08310 2.62665 -7.55187
Cl 8.73006 2.43256 -6.92420
Cl 6.19467 1.10452 -7.36094
Cl 6.25573 3.90881 -6.65130
Cl 7.15266 3.05936 -9.27096
*
```

Atomic partial charges in e from the Mulliken method, atoms 1 to 99: -0.435 -0.211 -0.549 0.779 -0.557 -0.383 0.490 0.661 -0.470 -0.390 -0.070 0.667 -0.539 -0.526 -0.643 -0.782 0.383 -0.796 -0.450 -0.567 0.497 -0.861 0.180 0.006 0.223 0.185 0.381 0.128 0.465 -0.928 0.386 0.354 0.212 0.394 0.364 0.369 -0.287 0.322 0.290 0.285 0.209 -0.202 0.265 0.287 0.199 0.061 -0.083 0.182 -0.005 -0.149 0.141 -0.126 -0.015 0.078 -0.126 0.260 -0.108 0.020 -0.081 -0.105 0.241 -0.096 -0.001 -0.112 -0.035 0.196 -0.117 0.049 -0.062 -0.044 0.229 -0.069 -0.114 -0.078 -0.007 0.276 -0.044 -0.116 -0.012 -0.149 0.286 -0.087 -0.001 -0.117 -0.098 0.221 -0.065 -0.121 0.041 -0.105 0.267 -0.084 -0.117 -0.046 -0.077 0.123 -0.058 0.006 -0.127

***

Below is a cluster of 6 separate species, C26H23Cl8FO6 in total in a non-equilibrium geometry, with properties calculated with ωB97M-V with the def2-TZVPD basis set.

For the LUMO energy, the calculation gives 0.327 eV. As for the SMILES: ClC(Cl)(Cl)Cl.ClC(Cl)(Cl)Cl.Oc1ccc(O)cc1.Oc1ccc(O)cc1.Oc1ccc(O)cc1.Fc1ccccc1. The calculation puts the energy relative to the best compared isomer or geometry (same formula, charge and spin) at 0.00 kJ/mol. As for the largest force on an atom: 1.974 eV/Å. The HOMO energy comes out at -8.2 eV. The value obtained for the frontier orbital gap is 8.51 eV.

ORCA input file:
```
! RIJCOSX wB97M-V def2-TZVPD def2/J DEFGRID3
* xyz 0 1
F 17.35480 23.50601 10.48771
C 16.48960 24.53977 10.36803
C 17.03322 25.80664 10.20085
C 16.11950 26.83664 10.01660
C 14.72803 26.61890 10.09384
C 14.25734 25.32374 10.24065
C 15.14373 24.25203 10.33682
H 18.10569 25.90139 10.12271
H 16.39953 27.88263 10.00783
H 14.15292 27.52132 10.24678
H 13.18783 25.16173 10.28439
H 14.70982 23.29268 10.57995
C 18.23406 17.42558 4.92374
C 17.11882 17.19572 4.11586
C 16.14773 18.16806 4.05959
C 16.23820 19.34020 4.81255
C 17.35008 19.59413 5.60551
C 18.33922 18.62342 5.61739
O 19.39090 18.81401 6.48087
O 15.01494 17.99591 3.29617
H 18.98547 16.65911 5.05753
H 16.98591 16.18837 3.74457
H 15.40389 20.02650 4.75302
H 17.27987 20.39187 6.32884
H 20.14897 18.25463 6.30352
H 15.13059 17.92050 2.34926
C 15.41722 20.63468 10.37637
C 14.86368 20.47013 11.62044
C 13.46668 20.48433 11.66211
C 12.65003 20.68149 10.55712
C 13.25486 20.76045 9.29047
C 14.63254 20.71557 9.23196
O 15.17902 20.77925 7.96370
O 12.89122 20.29884 12.90383
H 16.46289 20.52342 10.09564
H 15.46479 20.41149 12.51408
H 11.60557 20.87344 10.76612
H 12.68909 20.73027 8.36979
H 15.92627 20.17288 7.89413
H 11.96267 20.06790 12.79658
C 6.83749 20.47768 11.21666
C 7.87613 19.72457 10.66352
C 8.86193 19.21103 11.48392
C 8.76117 19.40232 12.86509
C 7.70118 20.09440 13.43157
C 6.78288 20.70561 12.56789
O 5.75407 21.43935 13.09817
O 9.96504 18.54967 11.02202
H 5.97205 20.67412 10.59638
H 7.89340 19.60725 9.58678
H 9.58660 19.07121 13.48464
H 7.78553 20.24443 14.49894
H 5.94733 21.89305 13.91824
H 10.04470 18.64592 10.06706
C 14.14001 16.26588 12.08542
Cl 13.81733 15.64177 13.74358
Cl 12.74717 17.07429 11.44739
Cl 15.48401 17.40805 12.16707
Cl 14.52409 14.85430 11.06256
C 14.99380 24.04879 5.65075
Cl 13.40176 23.37399 5.98871
Cl 15.12082 25.48515 6.65701
Cl 16.20692 22.87107 6.08383
Cl 15.18270 24.50557 3.95967
*
```

Now the Mulliken charges, all in e: -0.311 0.572 -0.710 -0.284 -0.665 -0.482 0.169 0.437 0.364 0.393 0.372 0.127 -0.643 -0.426 -0.041 -0.003 -0.351 0.479 -0.547 -0.538 0.294 0.412 0.463 0.284 0.310 0.315 -0.468 -1.276 0.775 -0.394 -0.573 0.261 -0.106 -0.605 0.415 0.640 0.624 0.514 0.026 0.215 -0.492 -0.391 0.323 -0.523 -0.554 0.574 -0.560 -0.312 0.363 0.318 0.396 0.286 0.308 0.268 0.273 -0.122 0.035 -0.071 -0.114 0.277 -0.117 -0.056 -0.034 -0.114

***

Below is a cluster of 3 separate species, C26H23F9O14 in total in a non-equilibrium geometry, with properties calculated with ωB97M-V with the def2-TZVPD basis set.

For the LUMO energy, the calculation gives -1.941 eV. As for the SMILES: C#CCCOC[C@H](O[C@@H](COO)CC(=O)O)C(F)(F)C(F)(F)C(F)(F)C(F)(F)F.O=C1C=C(O)C(=O)C=C1O.O=C1C=C(O)C(=O)C=C1O. As for the largest force on an atom: 6.631 eV/Å. The HOMO energy comes out at -10.0 eV. The value obtained for the frontier orbital gap is 8.03 eV.

ORCA input file:
```
! RIJCOSX wB97M-V def2-TZVPD def2/J DEFGRID3
* xyz 0 1
C 2.36446 -1.41345 0.22714
C 2.04561 -0.22096 -0.24620
C 1.35269 1.14262 -0.74161
C 1.20201 1.22751 -2.37840
O -0.19786 1.50960 -2.64009
C -0.80890 0.54889 -3.53889
C -2.29103 0.21834 -2.90402
O -2.58647 -1.14292 -3.37139
C -3.30172 -1.90067 -2.36203
C -4.04995 -3.11884 -3.17062
O -5.13506 -3.72421 -2.39990
O -6.28192 -3.23448 -2.95668
C -2.37665 -2.60848 -1.24264
C -1.05544 -3.32709 -1.84198
O -1.01958 -4.59344 -2.05510
O 0.08128 -2.48920 -2.09593
C -3.29450 1.29984 -3.55489
F -2.72265 2.64302 -3.64758
F -3.40369 0.89608 -4.96396
C -4.78784 1.33394 -3.01025
F -5.43253 0.09610 -3.45418
F -5.48646 2.37782 -3.76070
C -5.11473 1.53512 -1.48179
F -6.07457 2.63006 -1.36668
F -5.86695 0.36521 -1.02584
C -3.98327 1.80019 -0.39835
F -4.61988 2.54652 0.68340
F -3.62104 0.53877 0.23835
F -2.86624 2.59023 -0.77655
H 2.56937 -2.40224 0.79429
H 0.27703 1.21799 -0.29541
H 1.89901 2.09146 -0.34185
H 1.82079 2.17096 -2.67649
H 1.62783 0.30642 -2.91490
H -0.25327 -0.45115 -3.64259
H -0.90389 0.97690 -4.62139
H -2.14613 0.29327 -1.76960
H -4.12622 -1.30838 -1.80607
H -3.30706 -3.89977 -3.58430
H -4.53416 -2.62352 -4.11084
H -6.29817 -2.28265 -2.66798
H -3.00678 -3.46267 -0.76121
H -2.14823 -1.84582 -0.39696
H 0.02025 -1.74777 -1.43800
C 6.53611 -2.55080 3.11822
C 7.58129 -1.92092 3.65899
C 8.32275 -0.86537 2.91196
O 9.26222 -0.29609 3.44328
C 7.88653 -0.55461 1.54555
C 6.84339 -1.18704 1.00362
C 6.08555 -2.22273 1.76087
O 5.12520 -2.76853 1.24143
O 6.42940 -0.90801 -0.26855
O 8.01231 -2.21905 4.92103
H 5.98793 -3.31720 3.65030
H 8.44401 0.20075 1.00782
H 5.66045 -1.49294 -0.42647
H 8.77686 -1.62946 5.08063
C 1.05682 2.05341 3.86135
C 0.53230 1.90493 5.07986
C -0.79443 2.48748 5.42984
O -1.25334 2.31695 6.54712
C -1.50091 3.25788 4.39923
C -0.97452 3.40898 3.18223
C 0.33909 2.80319 2.82461
O 0.78312 2.94563 1.69566
O -1.62174 4.12640 2.21481
O 1.19177 1.21120 6.05475
H 2.01774 1.63384 3.59346
H -2.45458 3.69042 4.67130
H -1.04008 4.08710 1.42891
H 0.60727 1.24542 6.83891
*
```

Now the Mulliken charges, all in e: -0.386 -0.405 0.301 -0.480 -0.309 -0.878 0.607 -0.486 1.271 -1.056 -0.194 -0.400 -0.593 0.372 -0.577 -0.381 0.535 -0.289 -0.315 0.546 -0.200 -0.315 0.569 -0.286 -0.248 0.615 -0.278 -0.236 -0.223 0.354 -0.113 0.376 0.254 0.364 0.440 0.276 0.089 -0.273 0.342 0.436 0.353 0.432 0.275 0.131 -0.966 0.400 0.898 -0.607 -0.842 0.356 0.977 -0.602 -0.571 -0.564 0.421 0.420 0.325 0.349 -0.999 0.409 0.860 -0.602 -0.828 0.333 0.954 -0.617 -0.575 -0.569 0.497 0.440 0.339 0.348